Molecular formula: C23H45AuCl2N5O4P
Method: DFT, ωB97M-V with the def2-TZVPD basis set

The geometry in XYZ format:
```
81
Properties=species:S:1:pos:R:3:forces:R:3
O -1.312176 2.369546 -2.480447 0.6 -1.6 0.7
C -1.152119 1.163141 -3.183468 0.3 -1.1 0.5
C -2.460675 0.703624 -3.744332 -0.3 -0.1 0.1
C -3.119593 -0.381386 -3.184496 0.0 -0.1 -0.3
H -2.609928 -0.928919 -2.385179 -0.5 0.1 -0.3
C -4.385315 -0.747974 -3.650945 0.0 0.0 0.1
H -4.869134 -1.623568 -3.213072 0.0 0.3 -0.2
C -5.009238 0.005194 -4.646042 0.3 0.1 0.1
H -6.006928 -0.261355 -4.994352 0.3 0.1 0.1
C -4.343965 1.114531 -5.194675 -0.2 -0.1 0.1
H -4.829368 1.710282 -5.966577 0.1 -0.1 0.2
C -3.075205 1.463312 -4.749874 0.2 -0.2 0.2
H -2.536316 2.326694 -5.152214 -0.3 -0.3 0.1
H -0.418006 1.340003 -3.986849 -0.1 0.0 0.3
C 1.022825 0.421193 -1.889923 0.8 -0.2 0.8
C -0.141933 -0.282441 -2.460364 -0.8 2.3 -2.9
H 1.493433 1.113387 -2.612087 -0.2 -0.3 0.1
H 1.776001 -0.285592 -1.509424 0.0 0.3 -0.2
H 0.674143 1.020209 -1.039461 0.2 -0.1 -0.3
C -0.084421 -1.354662 -3.397987 -0.4 1.1 0.4
C 1.073788 -1.652716 -4.314475 0.2 -0.8 0.4
H -1.057983 -1.659775 -3.788204 0.2 0.2 0.0
H 1.261270 -0.825117 -5.011053 -0.2 0.1 0.3
H 0.829134 -2.533250 -4.920682 0.1 0.2 0.2
H 1.980553 -1.876281 -3.747412 0.0 0.2 -0.2
Au -0.107141 -2.362243 -1.399633 0.0 -0.2 0.8
Cl -2.284018 -2.616269 -0.556706 0.0 0.0 -0.3
Cl 2.129092 -3.102079 -1.363364 -0.4 0.1 -0.5
H -4.832750 2.076210 -0.175092 0.2 -0.1 -0.1
H -4.355942 -0.244199 0.959702 -0.1 -0.1 0.1
C -4.206713 1.481038 -0.855707 0.3 0.0 -0.2
C -3.350406 0.146683 1.074020 0.2 -0.2 0.2
N -3.056841 0.939201 -0.121300 -0.3 0.3 0.1
H -3.846890 2.110549 -1.681688 -0.2 -0.2 0.3
C -1.841547 1.451975 -0.222003 -0.1 -0.3 1.9
O -0.936101 1.405294 0.582819 -0.6 0.0 -0.9
H -3.286903 0.770207 1.976929 0.0 -0.1 -0.2
H -1.625633 2.069529 -1.431381 0.4 0.7 -1.5
H -4.803010 0.655933 -1.258648 0.1 0.2 0.0
H -2.644620 -0.691079 1.131276 -0.2 0.3 0.1
H 3.261884 4.755717 1.675965 0.1 0.0 -0.2
H 0.102187 4.100018 0.498120 0.2 0.1 -0.2
C 3.252571 4.420065 0.628455 0.2 0.0 0.1
C 0.929040 4.065036 -0.227386 -0.2 -0.3 0.1
N 2.140564 3.524692 0.382201 -0.1 0.0 0.0
H 4.195121 3.901086 0.424074 -0.2 0.2 0.1
C 2.196341 2.283257 0.904873 0.9 -0.4 0.5
O 3.208979 1.834928 1.466254 -1.2 0.7 -0.6
H 0.598280 3.455588 -1.080258 0.1 0.2 0.2
H 1.251976 1.714242 0.797980 0.4 0.0 0.1
H 3.133288 5.284695 -0.025698 0.2 -0.1 0.1
H 1.159354 5.079563 -0.568931 -0.2 -0.3 0.0
C 3.688250 -1.281065 1.250282 0.2 0.2 -0.2
N 2.866835 -2.106479 2.127640 -1.1 0.1 -0.1
C 3.081891 -3.527733 1.897503 0.0 -0.3 -0.2
P 1.295510 -1.571546 2.424576 1.6 -0.6 0.9
O 0.357408 -1.322074 1.311476 -0.4 -0.1 -0.3
N 0.767892 -2.814801 3.444085 -0.4 0.3 -0.3
C -0.657425 -3.145575 3.465006 0.1 0.1 0.0
C 1.426481 -3.003595 4.732814 -0.2 0.0 -0.1
N 1.618728 -0.188309 3.295307 -0.3 -0.3 -0.4
C 0.556702 0.768050 3.561154 -0.1 0.0 0.0
C 2.809982 -0.012670 4.100994 0.2 0.2 0.2
H 3.470336 -1.508344 0.192971 0.2 0.1 0.3
H 4.740820 -1.526902 1.449363 -0.1 0.1 -0.1
H 3.533253 -0.208480 1.433879 0.0 -0.4 0.0
H 4.141119 -3.750169 2.078750 -0.1 0.0 0.0
H 2.462528 -4.116375 2.577643 0.2 0.0 -0.2
H 2.834157 -3.794566 0.857328 0.2 -0.1 0.5
H -0.763314 -4.155422 3.884342 -0.1 0.2 -0.1
H -1.225874 -2.445770 4.100643 0.0 -0.2 -0.1
H -1.069870 -3.130427 2.448630 0.1 0.1 0.3
H 2.510090 -3.118791 4.619646 -0.2 0.1 0.0
H 1.221689 -2.175004 5.429309 0.1 -0.1 0.0
H 1.028243 -3.925140 5.176212 0.2 0.2 0.0
H -0.000721 0.498637 4.474517 0.0 0.2 -0.1
H 1.005625 1.758603 3.714134 -0.1 -0.1 0.0
H -0.140891 0.830537 2.715923 0.2 -0.1 0.3
H 2.542998 0.066452 5.166074 0.1 0.0 -0.1
H 3.500459 -0.851645 3.965648 -0.3 0.3 0.1
H 3.318093 0.910886 3.792869 0.0 -0.1 0.1
```
Forces are in eV/Å.

Its HOMO-LUMO gap (spin up / spin down) is 7.5 / 5.7 eV. Its spin multiplicity is 3.

Atomic partial charges in e from the Löwdin method, atoms 1 to 5: -0.074, -0.210, -0.221, -0.100, 0.016

=====

Molecular formula: C23H45B2BrN3O13Si
Method: DFT, ωB97M-V with the def2-TZVPD basis set

The geometry in XYZ format:
```
88
Properties=species:S:1:pos:R:3:forces:R:3
C -0.981623 -6.284899 -0.002522 0.6 1.1 0.3
C -1.774565 -5.489275 -1.210040 0.9 1.0 0.8
C -2.525725 -4.199842 -0.473954 -5.4 -1.4 1.3
O -3.809157 -4.270116 -0.073494 8.8 1.1 -2.5
O -1.664042 -2.987657 -0.308381 -2.2 -1.5 -1.4
C -2.199514 -1.987176 -1.268512 -1.6 -0.1 -1.0
C -1.113569 -1.442342 -2.362268 -0.3 -1.5 -0.5
C -0.181945 -0.201340 -1.939013 -0.5 -1.0 0.0
Br 1.091783 0.098650 -3.509958 -0.8 -0.1 0.7
N 0.757797 -0.714853 -0.827898 -1.8 2.8 1.8
C 0.680024 0.132514 0.413497 0.6 0.0 0.5
N 1.898422 0.442998 1.031778 -3.1 -1.3 -1.4
C 3.188750 -0.099038 0.400309 1.0 -0.8 -1.1
C 4.534277 0.174033 1.295741 -0.2 0.7 1.8
O 5.675394 0.725488 0.544736 -1.4 -2.7 -0.4
Si 6.321797 -0.424853 -0.622491 1.4 0.1 -1.2
C 5.795366 0.035768 -2.457832 0.1 0.0 -0.9
C 5.779358 -2.251255 -0.329491 -0.9 -0.9 0.5
C 8.284541 -0.448832 -0.673549 0.5 0.0 -0.2
N -0.664857 0.580362 0.937364 4.3 0.5 -1.2
C -1.420258 1.443812 -0.079796 -0.9 2.1 -0.6
O -1.093149 2.855096 0.318512 0.1 -1.6 -1.5
O -2.861613 1.311271 0.073373 2.6 0.3 1.2
B -3.351694 1.666886 1.413334 -1.2 -0.3 2.6
O -3.802700 2.996500 1.873877 -0.2 -3.5 -1.8
O -3.394643 0.545780 2.418116 0.7 1.1 -4.1
C -0.844993 1.252576 -1.634786 1.7 0.9 0.8
C -1.725339 1.953601 -2.799368 0.7 1.4 -0.2
B -3.130252 1.315586 -3.271297 -2.9 -1.9 -1.4
O -3.196802 0.625099 -4.606944 1.7 2.0 2.7
O -4.436542 1.347229 -2.529714 3.6 -1.5 -1.1
H -0.180087 -5.507364 0.418657 -1.7 -1.7 -0.8
H -0.368366 -7.199685 -0.393533 -1.5 1.7 0.7
H -1.696866 -6.541590 0.893406 1.4 0.3 -2.0
H -0.934939 -5.014491 -1.903859 -1.9 -1.1 1.3
H -2.512079 -6.167566 -1.825364 1.3 1.6 1.5
H -3.025753 -2.577640 -1.897512 1.7 1.6 1.2
H -2.782621 -1.169382 -0.675175 1.3 -1.3 -1.1
H -0.385659 -2.367459 -2.572848 -1.4 2.0 0.5
H -1.711156 -1.321189 -3.389482 1.4 0.3 2.3
H 0.601966 -1.730265 -0.647615 0.1 1.0 0.1
H 1.926664 1.019195 1.925868 -0.1 -1.0 -1.6
H 3.125037 -1.274941 0.234616 -0.2 2.7 0.5
H 3.241012 0.398810 -0.680692 0.1 -1.0 2.4
H 4.836269 -0.818845 1.885358 -0.7 2.1 -1.5
H 4.299177 0.966937 2.155036 0.4 -1.6 -1.9
H 5.732160 1.193724 -2.622032 -0.1 -2.2 0.2
H 6.639466 -0.364643 -3.193584 -1.7 0.8 1.6
H 4.803809 -0.505687 -2.786422 1.8 1.3 0.6
H 4.710530 -2.390716 -0.842572 2.2 0.0 1.3
H 6.513258 -3.018524 -0.824425 -1.3 1.6 0.8
H 5.750340 -2.506902 0.830629 -0.1 0.3 -2.5
H 8.604801 -1.145231 -1.580448 -0.7 1.4 1.9
H 8.748947 -0.903265 0.310829 -0.8 1.1 -2.0
H 8.704059 0.621998 -0.916122 -0.6 -2.1 0.7
H -0.424844 1.151970 1.803140 -0.9 -0.6 -1.3
H -1.039770 3.440981 -0.492250 -0.3 -1.1 1.3
H -4.800273 2.997711 1.782692 1.4 0.1 0.2
H -3.167714 -0.309572 1.906200 -0.5 1.9 1.3
H 0.124437 1.966587 -1.594875 -2.0 -1.7 0.1
H -1.939695 3.073659 -2.443593 0.4 -2.4 -0.6
H -1.045247 2.088628 -3.771954 -1.2 -0.4 2.3
H -2.319735 0.726107 -5.080301 -1.5 -0.2 0.8
H -4.577678 0.485831 -2.029327 0.0 1.7 -0.9
O -6.458505 2.058738 0.058379 -0.6 -1.3 -1.0
C -7.221908 1.461509 -0.682374 1.2 1.1 0.9
O -6.884717 0.351972 -1.403080 0.3 0.6 0.9
C -7.981606 -0.014957 -2.238530 -0.3 -0.6 -0.7
C -9.195835 0.600898 -1.594099 -0.9 -0.2 -0.1
C -8.638565 1.856005 -0.971554 -0.4 -0.1 0.2
H -7.800884 0.377501 -3.244751 0.0 0.0 0.1
H -8.056377 -1.105021 -2.291348 0.3 0.2 0.0
H -10.010063 0.786663 -2.299560 0.2 -0.1 0.1
H -9.574736 -0.062364 -0.806996 0.0 0.1 -0.2
H -8.639927 2.693964 -1.674146 0.1 0.0 0.2
H -9.169882 2.118671 -0.053882 0.3 0.3 -0.2
O 4.518312 0.139898 5.841762 -0.6 2.0 -1.0
C 4.458899 1.324397 5.556084 0.6 -2.4 0.8
O 3.695212 1.835349 4.546183 -0.1 -0.7 0.1
C 3.951854 3.233776 4.426528 -0.1 0.7 -0.4
C 4.502009 3.653121 5.764587 0.1 0.9 0.4
C 5.237992 2.418719 6.220646 -0.1 0.4 0.3
H 4.670119 3.388896 3.614617 0.0 0.0 0.0
H 3.023763 3.759574 4.184037 0.1 -0.3 -0.1
H 5.133315 4.544002 5.710435 -0.2 -0.1 -0.1
H 3.676660 3.864688 6.455276 0.1 0.0 -0.1
H 6.267352 2.399215 5.852064 0.0 -0.1 0.1
H 5.213541 2.315835 7.307949 0.2 -0.3 -0.3
```
Forces are in eV/Å.

Its HOMO-LUMO gap is 8.2 eV. The charge is +1.

Atomic partial charges in e from the Löwdin method, atoms 1 to 5: -0.123, -0.134, -0.262, 0.004, -0.142